This record from the OMol25 dataset describes C5H14O4 as an isolated structure. The level of theory is wB97M-V/def2-TZVPD.

The calculation puts the HOMO energy (alpha / beta) at -7.9 / -8.7 eV. As for the relative energy (zero: lowest compared OMol25 entry of this formula, charge and spin): 891.1 kJ/mol. The calculation puts the HOMO-LUMO gap (alpha / beta) at 8.14 / 7.99 eV. Its max |F| is 1.99 eV/Å.

```
! wB97M-V def2-TZVPD RIJCOSX def2/J DEFGRID3
* xyz 0 1
C 1.11639 0.56475 0.70974
C -0.44412 -0.35040 -0.36571
C 0.80590 0.19356 2.12979
C 2.33370 -0.10275 0.13925
C 0.95744 2.01935 0.37528
O -0.21542 -1.64404 0.07207
H -0.69551 -2.22559 -0.53527
H 0.11824 0.04254 -1.20548
H -1.07652 0.25911 0.26512
H 1.62513 0.52747 2.78203
H 0.72159 -0.88678 2.24477
H -0.11270 0.66354 2.48438
H 3.22690 0.23997 0.67992
H 2.48186 0.14884 -0.91257
H 2.26895 -1.18627 0.23786
H -0.00911 2.40825 0.70078
H 1.07301 2.20913 -0.69348
H 1.72988 2.60367 0.89313
O -3.18688 -1.78571 -2.45450
O -1.85230 -0.73937 -1.51420
O -4.40098 -1.15608 -2.25974
H -4.70701 -1.47922 -1.39262
H -1.75843 -0.32396 -2.38056
*
```

This record from the OMol25 dataset describes a 2-piece molecular cluster, C5H14S overall. The level of theory is wB97M-V/def2-TZVPD.

The calculation puts the HOMO energy at -8.5 eV. As for the relative energy (zero: lowest compared OMol25 entry of this formula, charge and spin): 8.4 kJ/mol. The calculation puts the HOMO-LUMO gap at 9.52 eV. Its max |F| is 0.62 eV/Å.

```
! wB97M-V def2-TZVPD RIJCOSX def2/J DEFGRID3
* xyz 0 1
C 2.37187 -0.36148 -1.25094
C 2.18632 -0.50631 0.24672
C 2.12918 0.83685 0.93886
H 1.58512 0.27523 -1.66370
H 2.35972 -1.29357 -1.80552
H 3.31583 0.14091 -1.46697
H 3.01180 -1.08484 0.66771
H 1.27345 -1.06238 0.47555
H 2.07444 0.69365 2.01694
H 3.01031 1.43391 0.71543
H 1.23018 1.37265 0.64245
C -2.12396 1.40331 -0.06035
S -1.55780 -0.24034 -0.54758
C -1.53704 -0.95107 1.11460
H -1.42083 1.87846 0.62142
H -3.09460 1.26411 0.41807
H -2.24588 1.99534 -0.95992
H -1.07887 -1.93532 1.05294
H -0.98116 -0.32520 1.80012
H -2.57051 -1.04264 1.46274
*
```

This record from the OMol25 dataset describes a 2-piece molecular cluster, C5H14S overall. The level of theory is wB97M-V/def2-TZVPD.

The calculation puts the HOMO energy at -8.4 eV. As for the relative energy (zero: lowest compared OMol25 entry of this formula, charge and spin): 70.3 kJ/mol. The calculation puts the HOMO-LUMO gap at 9.37 eV. Its max |F| is 1.67 eV/Å.

```
! wB97M-V def2-TZVPD RIJCOSX def2/J DEFGRID3
* xyz 0 1
C 1.07136 1.92467 0.27412
C 1.17489 0.60211 1.02127
C 2.15338 0.52156 2.19247
H 1.65175 1.95016 -0.65950
H 0.08218 2.17099 -0.11777
H 1.41921 2.77149 0.86508
H 1.40313 -0.15141 0.26606
H 0.15955 0.23157 1.23008
H 1.68017 0.75952 3.14472
H 2.91384 1.29258 2.04744
H 2.60409 -0.46479 2.23578
C -2.15566 -0.59661 -2.56463
S -1.68699 -2.27725 -1.97026
C -1.46505 -2.00202 -0.19609
H -1.20772 -0.20181 -2.90990
H -2.78993 -0.71079 -3.44594
H -2.70352 0.05274 -1.89044
H -0.55793 -2.50252 0.13724
H -2.36476 -2.41147 0.24891
H -1.38199 -0.95872 0.09137
*
```

This record from the OMol25 dataset describes C5H15BN2 as an isolated structure. The level of theory is wB97M-V/def2-TZVPD.

The calculation puts the HOMO energy at -7.6 eV. As for the relative energy (zero: lowest compared OMol25 entry of this formula, charge and spin): 187.4 kJ/mol. The calculation puts the HOMO-LUMO gap at 8.20 eV. Its max |F| is 5.38 eV/Å.

```
! wB97M-V def2-TZVPD RIJCOSX def2/J DEFGRID3
* xyz 0 1
B -0.34712 -0.41406 0.23675
C -0.08159 -1.81555 0.73712
C -2.81173 -0.14842 0.10308
C -1.34141 1.74305 -0.50915
C 1.88247 0.48459 -1.29418
C 2.30157 -0.11836 0.91470
N -1.46048 0.30893 -0.02346
N 1.40999 0.56985 0.08612
H -0.96715 -2.36611 0.52233
H 0.04792 -2.07336 1.81771
H 0.71882 -2.35486 0.21694
H -2.98247 -0.50393 1.09063
H -3.39464 0.70802 0.02593
H -3.09209 -0.95111 -0.59751
H -0.26630 2.00009 -0.26432
H -1.47125 1.91337 -1.59211
H -1.99740 2.18408 0.19360
H 2.31289 -0.36025 -1.72718
H 1.00669 0.87131 -1.94509
H 2.60554 1.34706 -1.41432
H 3.33088 0.34116 0.79726
H 2.16292 -0.15617 2.01330
H 2.43394 -1.20932 0.61184
*
```

This record from the OMol25 dataset describes C5H15InN as an isolated structure. The level of theory is wB97M-V/def2-TZVPD.

The calculation puts the HOMO energy at -4.1 eV. As for the relative energy (zero: lowest compared OMol25 entry of this formula, charge and spin): 0.0 kJ/mol. The calculation puts the HOMO-LUMO gap at 7.56 eV. Its max |F| is 0.41 eV/Å.

```
! wB97M-V def2-TZVPD RIJCOSX def2/J DEFGRID3
* xyz -1 1
C -1.94135 2.58469 1.98234
In -2.03540 1.55898 -0.00584
C -1.39091 -0.59165 0.14807
C -0.14942 -0.90940 -0.70486
C 1.12189 -1.08135 0.13293
C 2.40507 -0.71390 -0.59332
N 2.74588 -1.63497 -1.68560
H -1.60537 1.85437 2.72178
H -1.21575 3.39704 1.94998
H -2.90971 2.97311 2.29583
H -3.70801 1.59120 -0.65802
H -0.89639 2.34879 -1.14485
H -2.24324 -1.18963 -0.17745
H -1.19897 -0.86766 1.18827
H 0.04616 -0.11198 -1.42640
H -0.32621 -1.82305 -1.28426
H 1.19691 -2.11294 0.49214
H 1.03702 -0.44783 1.02064
H 2.28729 0.29569 -0.99340
H 3.23048 -0.68628 0.12078
H 1.98071 -2.25727 -1.89499
H 3.56932 -2.17599 -1.48374
*
```

This record from the OMol25 dataset describes a 2-piece molecular cluster, C5H15N overall. The level of theory is wB97M-V/def2-TZVPD.

The calculation puts the HOMO energy at -8.9 eV. As for the relative energy (zero: lowest compared OMol25 entry of this formula, charge and spin): 113.5 kJ/mol. The calculation puts the HOMO-LUMO gap at 9.93 eV. Its max |F| is 1.85 eV/Å.

```
! wB97M-V def2-TZVPD RIJCOSX def2/J DEFGRID3
* xyz 0 1
C -1.99324 3.04526 -1.60473
C -1.17410 2.65920 -0.38159
C -0.50213 1.27713 -0.64873
H -2.57243 3.95480 -1.54766
H -2.79542 2.28775 -1.59973
H -1.43500 2.96722 -2.53661
H -1.92709 2.46896 0.39311
H -0.44089 3.41531 -0.03528
H -1.34297 0.69445 -1.01633
H 0.21223 1.45799 -1.46035
H 0.03210 0.91263 0.25174
C 0.28170 -2.80516 1.53914
N 1.70883 -2.98961 1.31746
C 2.43271 -2.21460 0.29702
H -0.26747 -1.90254 1.10571
H -0.21859 -3.71212 1.17828
H 0.08982 -2.74033 2.61962
H 2.10787 -2.61707 2.16946
H 2.78245 -1.23812 0.63190
H 1.84608 -1.98881 -0.59783
H 3.17556 -2.93234 -0.07459
*
```

This record from the OMol25 dataset describes a 2-piece molecular cluster, C5H15N2 overall. The level of theory is wB97M-V/def2-TZVPD.

The calculation puts the HOMO energy (alpha / beta) at -9.0 / -9.0 eV. As for the relative energy (zero: lowest compared OMol25 entry of this formula, charge and spin): 243.4 kJ/mol. The calculation puts the HOMO-LUMO gap (alpha / beta) at 10.20 / 8.90 eV. Its max |F| is 5.05 eV/Å.

```
! wB97M-V def2-TZVPD RIJCOSX def2/J DEFGRID3
* xyz 0 2
N 1.21591 0.52322 -0.91652
C 1.48456 0.46055 0.52466
C 2.57420 -0.50660 0.72480
C 0.04834 -0.05694 1.09010
N -0.91056 0.87780 0.60594
C -2.39514 0.23100 0.81399
C -2.72712 -0.74849 -0.32615
H 2.00296 0.96647 -1.36248
H 0.92300 0.71734 -3.66190
H 1.38602 1.13866 -3.36823
H 1.50088 1.50818 0.83272
H 2.77388 -0.95535 1.81556
H 2.18167 -1.52189 0.22107
H 3.55456 -0.31684 0.28217
H 0.18754 0.14263 2.17115
H -0.08142 -1.11265 0.98292
H 0.38553 1.11531 -0.99342
H -3.09714 1.09153 0.86910
H -2.48572 -0.38067 1.73332
H -2.98736 -1.74613 0.05825
H -3.60060 -0.39673 -0.99988
H -1.93397 -1.03040 -1.09717
*
```

This record from the OMol25 dataset describes one molecule with the formula C5H15N2. The level of theory is wB97M-V/def2-TZVPD.

The calculation puts the HOMO energy (alpha / beta) at -3.2 / -9.3 eV. As for the relative energy (zero: lowest compared OMol25 entry of this formula, charge and spin): 200.8 kJ/mol. The calculation puts the HOMO-LUMO gap (alpha / beta) at 4.10 / 10.00 eV. Its max |F| is 2.32 eV/Å.

```
! wB97M-V def2-TZVPD RIJCOSX def2/J DEFGRID3
* xyz 0 2
N -1.13693 -1.30789 0.68669
C -0.70495 -0.83015 -0.69108
C -0.39353 -2.06155 -1.56494
C 0.55198 0.01423 -0.49581
N 0.43637 0.92916 0.63182
C 1.72149 1.27966 1.20208
C -0.40040 2.06782 0.33028
H -0.78508 -0.62384 1.36265
H -2.20064 -1.32931 0.75441
H -0.72924 -2.22730 0.96333
H -1.58136 -0.28759 -1.02508
H 0.55953 -1.87978 -2.05289
H -0.68502 -2.97916 -1.07303
H -1.12024 -2.14924 -2.38869
H 1.38960 -0.62927 -0.24364
H 0.73995 0.55292 -1.43424
H 2.19773 2.12908 0.68914
H 1.52138 1.67918 2.20146
H 2.41638 0.45027 1.30223
H -0.41661 2.72014 1.20122
H -1.41850 1.77003 0.09383
H 0.03807 2.71258 -0.44974
*
```

This record from the OMol25 dataset describes an isolated ion of composition C5H15N2 and charge +1. The level of theory is wB97M-V/def2-TZVPD.

The calculation puts the HOMO energy at -12.7 eV. As for the relative energy (zero: lowest compared OMol25 entry of this formula, charge and spin): 179.5 kJ/mol. The calculation puts the HOMO-LUMO gap at 9.28 eV. Its max |F| is 2.66 eV/Å.

```
! wB97M-V def2-TZVPD RIJCOSX def2/J DEFGRID3
* xyz 1 1
C 0.71958 0.56533 -2.32301
C 1.10113 0.63981 -0.86770
C 0.35903 -0.33752 -0.00233
N 1.37583 -1.81096 0.29381
C -0.00800 0.10462 1.38007
N -1.09062 1.06920 1.07826
C -2.44819 0.54809 1.25971
H 1.12284 1.32564 -2.98877
H 1.13054 -0.32217 -2.81890
H -0.35504 0.51019 -2.48081
H 1.05989 1.65223 -0.45074
H 2.16605 0.49069 -0.63346
H -0.49383 -0.83895 -0.44863
H 0.73213 -2.56307 0.50120
H 1.77642 -2.01862 -0.61522
H 2.10894 -1.64807 0.97444
H -0.42627 -0.69940 1.98148
H 0.70896 0.62564 2.01634
H -1.05528 1.47613 0.15284
H -2.50623 -0.02455 2.18310
H -3.18057 1.34660 1.36856
H -2.79732 -0.09086 0.43975
*
```

This record from the OMol25 dataset describes an isolated ion of composition C5H15N2 and charge +1. The level of theory is wB97M-V/def2-TZVPD.

The calculation puts the HOMO energy at -12.4 eV. As for the relative energy (zero: lowest compared OMol25 entry of this formula, charge and spin): 167.3 kJ/mol. The calculation puts the HOMO-LUMO gap at 8.78 eV. Its max |F| is 2.56 eV/Å.

```
! wB97M-V def2-TZVPD RIJCOSX def2/J DEFGRID3
* xyz 1 1
C 2.43802 -1.06398 -0.54560
C 1.09110 -1.00299 0.18341
C 0.33721 0.36843 -0.01920
N 1.29035 1.52469 0.05980
C -0.89575 0.55532 0.83058
N -2.00115 -0.30266 0.50237
C -2.54880 -0.27468 -0.81875
H 2.71803 -2.11332 -0.58298
H 3.31974 -0.59378 -0.03313
H 2.37385 -0.28313 -1.29402
H 0.37122 -1.71048 -0.24075
H 1.14836 -1.17863 1.26029
H 0.01658 0.36291 -1.06148
H 0.81506 2.42107 -0.07133
H 2.10320 1.47606 -0.55666
H 1.72306 1.55302 0.99158
H -1.31598 1.57160 0.79223
H -0.56351 0.44438 1.87316
H -2.05451 -1.14390 1.04835
H -3.00903 0.70602 -0.97618
H -3.33868 -1.00351 -1.02178
H -1.85685 -0.51154 -1.64598
*
```

This record from the OMol25 dataset describes one molecule with the formula C5H15N2O. The level of theory is wB97M-V/def2-TZVPD.

The calculation puts the HOMO energy (alpha / beta) at -3.1 / -9.7 eV. As for the relative energy (zero: lowest compared OMol25 entry of this formula, charge and spin): 193.6 kJ/mol. The calculation puts the HOMO-LUMO gap (alpha / beta) at 3.93 / 10.34 eV. Its max |F| is 1.53 eV/Å.

```
! wB97M-V def2-TZVPD RIJCOSX def2/J DEFGRID3
* xyz 0 2
C -0.78075 -1.07800 0.12595
N 0.30729 -0.41794 0.80539
C -0.06327 0.79693 1.51636
C 0.94340 1.10600 2.61335
O 0.35187 1.81908 3.67818
C -1.10096 -0.34722 -1.18015
N 0.12526 -0.11945 -1.94873
C 0.37176 -1.06735 -3.05576
H -0.53492 -2.12146 -0.05956
H -1.68457 -1.15225 0.73612
H 0.79594 -1.04861 1.41532
H -0.16731 1.61091 0.80057
H -1.05614 0.68506 1.95552
H 1.34869 0.17114 3.00037
H 1.78197 1.66150 2.22277
H 0.63164 2.74973 3.67617
H -1.58201 0.59814 -0.94417
H -1.85457 -0.88781 -1.72446
H 0.06341 0.87981 -2.42213
H 0.83705 -0.03486 -1.23485
H -0.49339 -1.07640 -3.69987
H 0.54770 -2.05869 -2.65856
H 1.21192 -0.66827 -3.61782
*
```

This record from the OMol25 dataset describes a 2-piece molecular cluster, C5H15N2O overall. The level of theory is wB97M-V/def2-TZVPD.

The calculation puts the HOMO energy at -12.4 eV. As for the relative energy (zero: lowest compared OMol25 entry of this formula, charge and spin): 271.2 kJ/mol. The calculation puts the HOMO-LUMO gap at 9.09 eV. Its max |F| is 5.13 eV/Å.

```
! wB97M-V def2-TZVPD RIJCOSX def2/J DEFGRID3
* xyz 1 1
C 0.61471 1.47543 2.12412
C 0.58881 0.41955 1.02418
C -0.78392 0.51796 0.29152
C -1.20206 -0.53586 -0.65080
C -2.42553 -0.97528 -0.48117
N -0.18390 -1.21111 -1.45689
N 0.80011 -1.11527 1.39195
H 0.21410 0.83234 3.06620
H 1.57766 1.85126 2.23803
H 0.06530 2.35018 1.78712
H 1.42474 0.61169 0.32345
H -0.73642 1.47667 -0.37170
H -1.47213 0.73142 1.05724
H -3.08956 -0.20055 0.11941
H -3.00779 -1.69574 -1.11871
H 0.41468 -0.57578 -1.83965
H -0.54591 -1.81410 -2.19964
H 1.60008 -1.14197 2.08108
H 0.92930 -1.61867 0.52514
H -0.06096 -1.54686 1.85902
H 2.12628 2.10887 -2.17057
H 2.37584 0.61439 -1.80296
O 1.63992 1.11134 -2.11824
*
```